DFT (ωB97M-V with the def2-TZVPD basis set) results for an isolated molecule of C23H20ClN3O3.

Element x y z (Å)
O (-2.8953, -0.5248, -2.8066)
C (-1.9362, -0.5454, -2.0648)
N (-0.8158, 0.2070, -2.2193)
C (-0.4977, 1.0936, -3.2436)
C (-1.3997, 1.4760, -4.2337)
C (-1.0209, 2.3605, -5.2264)
C (0.2599, 2.8839, -5.2517)
C (1.1726, 2.5109, -4.2793)
C (0.7984, 1.6215, -3.2899)
Cl (1.9685, 1.1475, -2.0909)
H (2.1774, 2.9029, -4.2876)
H (0.5542, 3.5772, -6.0244)
H (-1.7362, 2.6436, -5.9835)
H (-2.3955, 1.0658, -4.2125)
H (-0.1324, 0.2057, -1.4675)
C (-1.8907, -1.4754, -0.8567)
H (-2.1308, -2.4755, -1.2235)
C (-2.9444, -1.0698, 0.1784)
H (-3.8804, -0.8633, -0.3424)
H (-3.1167, -1.8890, 0.8785)
C (-2.5438, 0.1721, 0.9732)
N (-1.3800, -0.0843, 1.8104)
C (-0.1646, 0.3788, 1.4373)
O (0.0092, 1.0090, 0.4123)
C (1.0156, 0.1045, 2.3745)
C (2.2161, -0.1828, 1.5006)
C (2.3467, -1.4314, 0.9081)
C (3.4042, -1.6879, 0.0546)
C (4.3304, -0.6960, -0.2194)
C (4.1996, 0.5508, 0.3673)
C (3.1455, 0.8083, 1.2261)
H (3.0375, 1.7850, 1.6743)
H (4.9168, 1.3287, 0.1516)
H (5.1499, -0.8933, -0.8943)
H (3.4991, -2.6605, -0.4050)
H (1.6212, -2.2036, 1.1221)
O (0.8455, -0.9616, 3.2943)
C (-0.4180, -1.2360, 3.7018)
C (-0.6204, -2.0049, 4.8382)
C (-1.9203, -2.2999, 5.2243)
C (-2.9646, -1.8181, 4.4558)
N (-2.7816, -1.0980, 3.3598)
C (-1.5480, -0.8128, 2.9864)
H (-3.9965, -2.0157, 4.7074)
H (-2.1092, -2.8935, 6.1037)
H (0.2350, -2.3590, 5.3912)
H (1.1859, 1.0379, 2.9403)
H (-2.2845, 0.9947, 0.3042)
H (-3.3621, 0.4646, 1.6330)
H (-0.8953, -1.4997, -0.4122)

## Properties
relative energy (zero: lowest compared OMol25 entry of this formula, charge and spin) = 0.0 kcal per mole
LUMO = 0.60 eV
HOMO level = -8.31 eV
energy = -1738.7032 a.u.
charge = 0
strongest force on any atom = 0.7 eV/Å
SMILES = O=C(CCCN1C(=O)[C@H](c2ccccc2)Oc2cccnc21)Nc1ccccc1Cl

Here are the Löwdin charges for atoms 1 to 6, given in e: 0.07, -0.46, 0.12, -0.23, -0.01, -0.08



DFT (ωB97M-V with the def2-TZVPD basis set) results for an isolated molecule of C2H3NS in a non-equilibrium geometry.

Element x y z (Å)
C (1.0578, -0.2031, 0.9258)
C (-0.1709, -0.8733, 0.7162)
N (2.0686, 0.3309, 1.0727)
S (-1.3356, 0.5884, 0.1557)
H (-0.5091, -1.4443, 1.5255)
H (-0.3215, -1.5187, -0.1303)
H (-0.2525, 1.2980, 0.4385)

## Properties
relative energy (zero: lowest compared OMol25 entry of this formula, charge and spin) = 17.8 kcal per mole
LUMO = 0.36 eV
HOMO level = -9.93 eV
energy = -530.9064 a.u.
charge = 0
strongest force on any atom = 3.2 eV/Å
SMILES = N#CCS

Here are the Löwdin charges for atoms 1 to 6, given in e: -0.37, -0.42, 0.16, 0.68, 0.06, 0.06